No. 1
ORCA calculation (ωB97M-V/def2-TZVPD) on the molecule C6H6OS2.

Structure (ORCA input):
```
! RIJCOSX wB97M-V def2-TZVPD def2/J DEFGRID3
* xyz 0 1
C 1.40 -0.53 0.94
C 2.51 0.21 0.86
H 1.23 -1.23 1.64
O -0.75 0.27 1.22
C 0.69 1.11 -0.82
C -2.13 -0.25 -0.76
C 0.22 0.01 0.22
H -1.12 -1.70 0.49
H -2.06 -0.88 -1.54
H 3.31 0.08 1.48
S 2.37 1.44 -0.34
H -3.01 -0.19 -0.30
S 0.27 1.70 -2.30
H -1.80 0.63 -1.07
C -1.13 -0.66 0.28
*
```

Results
LUMO = -0.8 eV
molar mass = 158.25 u

No. 2
ORCA calculation (ωB97M-V/def2-TZVPD) on the molecule C6H6S.

Structure (ORCA input):
```
! RIJCOSX wB97M-V def2-TZVPD def2/J DEFGRID3
* xyz 0 1
H -2.12 1.24 0.25
S 2.69 0.00 -0.02
C -1.15 -0.71 -0.08
H 0.85 -0.36 1.53
H 0.83 0.10 -1.44
H -2.12 -0.93 -0.44
H 0.17 2.52 0.13
H -0.18 -2.53 -0.21
C -0.10 -1.45 -0.04
C 1.03 0.48 -0.42
C 1.12 -0.64 0.52
C -1.10 0.80 0.11
C 0.08 1.47 0.12
*
```

Results
LUMO = 0.7 eV
molar mass = 110.18 u

No. 3
ORCA calculation (ωB97M-V/def2-TZVPD) on a structure of composition C6H7AgO6.

Structure (ORCA input):
```
! RIJCOSX wB97M-V def2-TZVPD def2/J DEFGRID3
* xyz 1 2
H 1.33 0.58 -2.77
H -2.40 -0.10 1.73
C -1.21 -2.47 0.80
O -2.04 -1.56 0.33
H 2.28 2.05 -1.12
O 0.58 -0.19 -1.02
C -0.31 -0.19 1.26
H -1.98 0.45 0.02
O 0.68 1.72 0.16
O -0.15 -1.85 1.38
C 0.65 0.88 -1.97
H 0.79 3.01 -1.43
C 0.71 0.34 0.28
H -0.36 1.09 -2.36
Ag 1.87 -2.07 1.01
O 1.77 -0.15 0.97
O -1.40 -3.65 0.81
H -0.21 0.31 2.23
C 1.18 2.03 -1.13
C -1.78 -0.24 0.83
*
```

Results
LUMO (spin up / spin down) = -5.2 / -7.9 eV
molar mass = 282.98 u
⟨S²⟩ = 0.76

No. 4
ORCA calculation (ωB97M-V/def2-TZVPD) on a structure of composition C6H7AuN9S2.

Structure (ORCA input):
```
! RIJCOSX wB97M-V def2-TZVPD def2/J DEFGRID3
* xyz -1 3
H -2.75 3.08 -0.75
H -1.20 3.23 0.11
S -1.86 -1.17 -1.30
C -3.71 0.76 -0.87
Au 0.44 -1.17 -0.85
N 2.91 -1.40 1.60
C -2.25 0.49 -1.09
H -3.87 1.26 0.09
C 3.28 -1.41 0.29
N -0.03 -1.36 3.36
S 0.33 1.29 -1.52
C -1.32 1.50 -1.12
H -4.11 1.39 -1.66
H -4.25 -0.18 -0.86
N 4.54 -1.39 -0.11
N 0.51 -1.53 1.32
N 3.28 -1.48 -1.85
N 1.30 -1.31 3.35
H -1.28 3.57 -1.62
H 3.65 -1.28 2.27
N 4.48 -1.43 -1.44
C -1.68 2.93 -0.83
N 2.46 -1.47 -0.78
C 1.63 -1.41 2.07
N -0.50 -1.49 2.19
*
```

Results
LUMO (spin up / spin down) = 2.7 / 0.7 eV
molar mass = 466.29 u
⟨S²⟩ = 2.02

No. 5
ORCA calculation (ωB97M-V/def2-TZVPD) on a structure of composition C6H7BS.

Structure (ORCA input):
```
! RIJCOSX wB97M-V def2-TZVPD def2/J DEFGRID3
* xyz 0 1
C 0.48 1.66 -0.58
H 1.84 0.69 0.76
B 1.67 -2.74 0.47
C -1.77 0.82 -0.59
H -2.16 -0.82 0.74
C 0.83 0.73 0.38
H -1.09 2.43 -1.83
H -2.78 0.85 -0.96
S 0.33 -1.42 2.03
C -0.82 1.70 -1.07
H 1.80 -2.20 -0.54
H 1.99 -3.75 0.92
C -0.12 -0.18 0.84
H 1.22 2.35 -0.95
C -1.42 -0.12 0.37
*
```

Results
LUMO = -0.6 eV
molar mass = 122.00 u

No. 6
ORCA calculation (ωB97M-V/def2-TZVPD) on a structure of composition C6H7BeLiO3.

Structure (ORCA input):
```
! RIJCOSX wB97M-V def2-TZVPD def2/J DEFGRID3
* xyz 2 1
H 0.74 3.84 0.87
O 0.59 2.27 2.19
C -0.24 0.06 -1.76
H -0.25 -2.89 0.80
C 0.67 2.75 1.00
C 0.12 -1.58 -0.91
H -1.29 0.27 -1.99
H -1.91 -2.72 -0.59
H 0.26 -1.84 -1.96
O -1.72 -1.78 -0.46
C 0.58 1.92 -0.10
C 0.31 1.05 -0.95
Be 0.47 0.35 1.57
Li 0.81 3.33 3.80
O -0.18 -0.98 1.46
H 0.33 -0.13 -2.67
C -0.38 -1.83 0.51
H 1.10 -2.10 -0.80
*
```

Results
LUMO (spin up / spin down) = -9.8 / -9.8 eV
molar mass = 143.07 u

No. 7
ORCA calculation (ωB97M-V/def2-TZVPD) on a structure of composition C6H7Br2N3O3.

Structure (ORCA input):
```
! RIJCOSX wB97M-V def2-TZVPD def2/J DEFGRID3
* xyz 0 1
H -4.13 -0.47 0.15
H 1.88 -2.32 -1.28
C 0.79 -0.78 -0.85
O 4.00 -1.81 0.21
H 3.74 0.50 0.92
C 1.80 0.93 0.52
Br -0.75 2.13 1.60
C 3.01 -1.16 0.05
N 1.96 -1.39 -0.81
H -3.58 1.22 0.83
H -1.69 -1.08 -0.36
O -0.09 -1.18 -1.56
Br -0.93 1.85 -1.69
C -3.37 0.33 0.07
N 2.93 0.07 0.66
O 1.85 2.14 0.74
N 0.58 0.26 -0.03
C -0.64 0.91 0.00
H -1.86 -0.63 1.31
C -2.07 -0.31 0.36
H -3.43 0.78 -0.84
*
```

Results
LUMO = 0.3 eV
molar mass = 328.95 u

No. 8
ORCA calculation (ωB97M-V/def2-TZVPD) on a cluster of 2 separate species, C6H7BrN2 in total.

Structure (ORCA input):
```
! RIJCOSX wB97M-V def2-TZVPD def2/J DEFGRID3
* xyz 0 1
H 2.08 -0.60 2.68
C 1.64 0.33 0.84
C -2.32 0.53 -0.14
H -0.67 -0.20 -1.41
H 3.28 1.33 1.98
C 3.01 0.62 1.28
C -3.25 -0.22 0.61
C -1.53 -0.38 -0.78
H -3.90 0.18 1.29
N -1.96 -1.64 -0.65
H -3.39 -2.28 0.51
N -2.88 -1.46 0.37
H 3.89 0.70 0.50
C 2.32 -0.63 1.71
H 2.40 -1.66 1.38
Br -2.17 2.42 -0.26
*
```

Results
LUMO = -0.3 eV
molar mass = 187.04 u

No. 9
ORCA calculation (ωB97M-V/def2-TZVPD) on a cluster of 2 separate species, C6H7BrO in total.

Structure (ORCA input):
```
! RIJCOSX wB97M-V def2-TZVPD def2/J DEFGRID3
* xyz 0 1
O -1.05 0.49 1.02
C -0.54 -1.53 0.14
Br 2.58 0.25 -0.25
C 2.28 -1.45 0.39
C -1.29 1.78 0.70
H -1.24 2.87 -1.23
H -0.06 0.60 -2.18
C -0.70 -0.19 -0.17
C -1.07 1.95 -0.63
H -1.95 2.21 1.37
H -0.88 -1.77 1.13
H -0.41 -2.30 -0.60
C -0.51 0.78 -1.15
H 2.81 -2.23 -0.03
H 2.03 -1.48 1.48
*
```

Results
LUMO (spin up / spin down) = 0.1 / -0.3 eV
molar mass = 175.03 u

No. 10
ORCA calculation (ωB97M-V/def2-TZVPD) on the molecule C6H7Cl.

Structure (ORCA input):
```
! RIJCOSX wB97M-V def2-TZVPD def2/J DEFGRID3
* xyz 0 1
C -2.42 0.02 -0.82
H -2.73 -1.03 -0.58
C 1.76 -1.21 -0.47
C -1.58 0.42 0.01
C 0.81 0.62 0.98
Cl 2.10 -1.72 -2.12
H 1.39 1.57 1.19
H -1.29 1.34 1.79
C -0.73 0.78 0.98
H 1.55 -2.00 0.22
H -2.97 0.45 -1.67
H 1.66 0.71 -1.12
H 1.09 0.00 1.92
C 1.36 0.04 -0.31
*
```

Results
LUMO = 0.9 eV
molar mass = 114.57 u

No. 11
ORCA calculation (ωB97M-V/def2-TZVPD) on a cluster of 6 separate species, C6H7Cl17 in total.

Structure (ORCA input):
```
! RIJCOSX wB97M-V def2-TZVPD def2/J DEFGRID3
* xyz 0 1
Cl 0.35 -7.86 1.93
Cl 2.63 -7.54 3.70
H 3.20 -11.94 3.80
Cl 1.24 -15.23 6.48
Cl 7.61 -6.00 2.60
H 4.86 -12.61 3.66
Cl 7.26 -16.06 2.04
H -0.46 -13.71 5.94
Cl 7.11 -15.38 5.48
Cl 0.89 -13.74 4.02
C 1.69 -8.67 2.74
C 4.11 -11.96 3.22
H 6.61 -8.10 2.72
Cl 7.37 -13.18 2.35
Cl 4.80 -10.33 3.16
C 5.90 -15.15 6.75
Cl 4.81 -13.82 6.33
Cl 3.74 -12.57 1.60
C 0.08 -14.48 5.39
Cl -1.13 -15.65 4.85
H 9.08 -14.73 2.72
Cl 6.33 -7.26 4.88
Cl 6.62 -14.88 8.31
H 2.34 -9.09 1.99
Cl 1.10 -10.00 3.75
Cl 9.09 -14.51 0.41
H 5.30 -16.05 6.79
C 8.28 -14.65 1.99
C 7.23 -7.53 3.39
Cl 8.70 -8.45 3.70
*
```

Results
LUMO = 0.3 eV
molar mass = 681.82 u

No. 12
ORCA calculation (ωB97M-V/def2-TZVPD) on a cluster of 2 separate species, C6H7Cl2NOS in total.

Structure (ORCA input):
```
! RIJCOSX wB97M-V def2-TZVPD def2/J DEFGRID3
* xyz 0 1
Cl -2.58 0.96 1.68
H 1.33 -0.50 -0.14
C 0.36 -0.62 -0.86
H -0.08 0.87 -2.20
C 0.78 -1.44 -2.15
C -0.65 2.37 2.93
H 0.04 -1.60 -2.93
H -1.26 0.68 -1.06
C -0.98 1.11 2.41
O 0.05 -2.85 0.46
H 1.68 -1.18 -2.60
C -0.04 0.27 2.01
C -0.25 0.70 -1.22
Cl 1.49 0.18 2.67
S -0.69 -1.62 0.28
H 0.19 1.58 -0.60
N -0.41 3.47 3.09
H 1.03 -2.38 -1.77
*
```

Results
LUMO (spin up / spin down) = -1.9 / -1.6 eV
molar mass = 212.10 u

No. 13
ORCA calculation (ωB97M-V/def2-TZVPD) on the molecule C6H7ClO.

Structure (ORCA input):
```
! RIJCOSX wB97M-V def2-TZVPD def2/J DEFGRID3
* xyz 0 1
C -0.35 1.19 -0.14
H 0.02 -2.12 0.67
Cl 2.37 -0.28 -1.22
C -1.44 0.98 -0.86
C 1.87 0.14 0.40
C -0.33 -1.20 0.32
H 0.27 0.46 1.76
O -2.02 -0.20 -1.04
C -1.40 -1.33 -0.50
C 0.34 0.10 0.66
H -2.00 1.78 -1.27
H 2.25 1.09 0.64
H 2.39 -0.54 1.07
H -0.01 2.20 0.11
H -1.94 -2.27 -0.61
*
```

Results
LUMO = 0.9 eV
molar mass = 130.57 u

No. 14
ORCA calculation (ωB97M-V/def2-TZVPD) on the molecule C6H7ClO.

Structure (ORCA input):
```
! RIJCOSX wB97M-V def2-TZVPD def2/J DEFGRID3
* xyz 0 1
C -1.84 -1.44 0.00
Cl 3.35 -0.63 0.00
H -2.46 -1.19 -0.90
C 1.46 1.28 0.01
C 1.72 -0.03 0.00
H -1.61 -2.53 0.01
H 2.22 2.06 0.01
O -0.97 0.73 0.00
H -2.47 -1.20 0.90
C -0.63 -0.57 -0.01
C 0.03 1.76 0.00
C 0.64 -1.02 0.00
H -0.16 2.40 0.88
H 0.89 -2.07 0.00
H -0.16 2.43 -0.89
*
```

Results
LUMO = 0.9 eV
molar mass = 130.57 u

No. 15
ORCA calculation (ωB97M-V/def2-TZVPD) on the molecule C6H7ClO.

Structure (ORCA input):
```
! RIJCOSX wB97M-V def2-TZVPD def2/J DEFGRID3
* xyz 0 1
C 0.17 0.37 1.32
Cl 1.42 0.79 -1.40
H 0.67 -1.88 1.16
C -1.91 -0.58 -0.09
H 0.98 0.78 1.99
O -2.01 0.50 0.62
C -0.94 1.04 1.27
H -0.89 -2.26 -0.77
H 2.39 -0.34 0.41
C -0.86 -1.37 -0.15
C 0.38 -1.00 0.58
C 1.63 -0.70 -0.30
H -2.83 -0.75 -0.61
H 1.98 -1.42 -1.14
H -1.19 1.78 1.98
*
```

Results
LUMO = 0.9 eV
molar mass = 130.57 u

No. 16
ORCA calculation (ωB97M-V/def2-TZVPD) on the molecule C6H7ClOS.

Structure (ORCA input):
```
! RIJCOSX wB97M-V def2-TZVPD def2/J DEFGRID3
* xyz 0 1
H -1.30 -1.20 -1.28
H -1.20 -2.58 -0.10
C 0.53 2.56 -0.04
C 3.05 0.02 -0.28
C -0.97 -1.54 -0.30
C 1.48 -2.03 -0.24
O 0.23 1.33 -0.63
C 0.46 -1.12 -0.26
H -1.58 -0.97 0.45
H 1.31 -3.06 -0.48
Cl 4.13 0.98 0.43
C 0.79 0.24 -0.08
S 3.13 -1.67 -0.01
H 0.77 2.35 0.98
H -0.43 3.13 -0.23
H 1.31 3.07 -0.59
*
```

Results
LUMO (spin up / spin down) = -0.1 / -0.1 eV
molar mass = 162.64 u